# C63H116F3N5O23

A 11-piece molecular cluster, C63H116F3N5O23 overall (ωB97M-V/def2-TZVPD, the OMol25 dataset).

Structure (XYZ):
```
210
Properties=species:S:1:pos:R:3:forces:R:3
C -35.6702 14.2064 42.4437 -0.446 0.290 -0.433
C -34.8592 13.7634 41.1791 -0.280 -0.185 0.131
C -33.4574 14.3576 41.2058 0.988 0.993 0.730
C -34.6853 12.2458 41.2271 -1.617 -1.388 -0.421
C -36.0161 11.4957 40.9457 -0.373 0.484 0.619
C -36.5865 11.9218 39.5939 -0.288 0.161 1.642
C -36.7083 13.4425 39.4519 -1.197 0.752 -0.874
C -36.9707 13.6893 37.9433 0.874 -0.795 -0.029
C -37.9649 14.0664 40.1173 0.069 -0.752 1.439
N -35.4547 14.0415 39.8469 1.189 -0.119 0.602
O -35.3831 15.4487 39.5812 -0.655 -0.400 -0.245
H -36.7226 13.9162 42.4801 0.324 -0.839 -0.288
H -35.1636 13.7648 43.3003 -0.041 0.317 0.202
H -35.8514 15.2788 42.5721 0.985 0.210 -0.113
H -33.4323 15.4410 41.0638 -0.326 -0.010 -0.071
H -32.9515 14.2306 42.1700 -0.453 -0.245 0.226
H -32.7049 13.9669 40.5183 -0.592 -0.404 -0.450
H -34.0065 11.9682 40.4190 0.404 -0.092 0.316
H -34.4144 11.8378 42.2014 0.834 0.539 0.002
H -35.9453 10.4087 41.0391 0.612 -0.028 -0.516
H -36.7139 11.6607 41.7766 -0.102 0.610 -0.157
H -37.6347 11.6203 39.5391 0.236 -0.718 -0.529
H -35.9001 11.4652 38.8806 -0.472 0.258 -0.642
H -37.6519 12.8959 37.6335 -0.149 0.174 -0.175
H -36.0276 13.4973 37.4189 -0.064 0.150 -0.197
H -37.3892 14.6460 37.6386 0.075 0.146 0.339
H -37.8009 15.1419 40.1517 -0.412 0.066 -0.230
H -38.1600 13.7407 41.1463 0.593 0.040 0.085
H -38.9236 13.7599 39.6945 0.263 0.375 -0.861
H -35.0063 15.3938 38.6968 0.078 0.363 0.066
C -27.5003 15.0333 34.1871 0.313 -0.581 -0.456
C -28.6260 15.9150 34.7115 -0.347 -0.493 -0.992
C -28.8215 15.6913 36.2046 0.086 0.566 0.713
C -28.3254 17.3604 34.3788 1.195 1.400 0.399
C -28.5199 17.7740 32.9358 -0.421 -2.156 -1.055
C -29.9767 17.4931 32.5434 1.238 0.966 0.109
C -30.3635 16.0073 32.7279 0.082 0.289 0.581
C -31.8850 16.0422 32.7436 -1.305 -0.356 0.721
C -29.8589 15.0958 31.5813 -0.474 0.170 -0.466
N -29.9306 15.5582 34.0738 -0.336 1.244 0.371
O -30.3369 14.2237 34.3479 0.089 0.545 -0.122
H -26.4890 15.3752 34.4163 -0.151 -0.019 0.708
H -27.6851 14.0277 34.5696 0.382 -0.083 -0.112
H -27.4549 14.9776 33.0975 -0.425 -0.003 0.027
H -27.9896 15.8584 36.8940 0.642 0.019 -0.762
H -29.5280 16.4415 36.5778 -0.506 -0.396 -0.114
H -29.1296 14.6660 36.3968 -0.338 0.121 0.002
H -28.8007 18.0745 35.0614 -0.446 -0.207 -0.069
H -27.2581 17.5177 34.5731 0.014 -0.137 0.298
H -28.1344 18.7530 32.6618 -0.236 0.166 0.293
H -27.9827 17.0413 32.3169 0.563 0.294 0.051
H -30.1515 17.7712 31.5020 -0.073 -0.088 -0.019
H -30.5056 18.2297 33.1560 -0.842 -0.626 0.068
H -32.2549 16.7679 33.4736 0.352 0.059 0.133
H -32.3162 15.0964 33.0829 0.181 -0.142 -0.261
H -32.4164 16.3269 31.8331 0.605 -0.159 -0.417
H -29.7528 15.6964 30.6747 0.137 -0.046 -0.032
H -30.6106 14.3423 31.3382 -0.071 0.004 0.164
H -28.9408 14.5352 31.7402 0.092 0.326 0.300
H -30.9810 14.3992 35.0565 0.158 -0.654 -0.220
C -23.4155 19.7874 37.7206 -1.272 -1.856 1.648
C -24.8671 20.2609 37.6726 -0.789 1.906 -2.438
C -24.9881 21.0689 36.3244 -0.643 -1.516 -0.727
C -25.8831 19.0818 37.5642 1.306 0.925 1.049
C -27.3584 19.4297 37.6909 0.810 0.938 0.499
C -27.5513 20.3106 38.9480 0.444 -0.476 -1.001
C -26.5945 21.5134 38.9891 0.010 1.138 0.297
C -27.0203 22.6619 38.0717 -1.123 0.845 -0.326
C -26.7227 22.0939 40.3903 0.230 0.224 1.945
N -25.2073 21.0864 38.8150 -0.287 -1.316 1.020
O -24.3324 22.1865 38.9767 0.147 -0.153 -0.398
H -23.2504 19.3110 38.7012 0.340 1.091 0.524
H -23.3566 18.8058 37.2365 0.341 0.693 -1.352
H -22.7221 20.5775 37.4682 0.316 -0.337 -0.133
H -24.5193 22.0472 36.3028 -0.066 0.020 0.086
H -24.6292 20.4311 35.5041 0.984 0.180 0.252
H -26.0159 21.0601 35.9482 -0.202 0.866 0.618
H -25.6179 18.6514 36.5994 -0.152 -0.786 0.303
H -25.5666 18.5555 38.4702 -0.286 -1.090 -0.480
H -27.6259 20.0139 36.8082 -0.466 -0.233 -0.049
H -27.9467 18.5191 37.7930 -0.130 0.043 -0.322
H -27.3542 19.7023 39.8335 -0.072 -0.015 0.069
H -28.5868 20.6505 38.9727 0.043 0.168 0.240
H -27.1403 22.5103 36.9999 0.142 -0.495 0.091
H -26.4354 23.5778 38.1724 0.496 -0.341 0.195
H -28.0027 22.9818 38.4372 -0.108 -0.096 -0.152
H -26.0909 22.9363 40.6835 0.315 0.038 -0.857
H -26.4629 21.3654 41.1674 -0.117 -0.311 -0.257
H -27.7120 22.4729 40.6601 -0.274 -0.369 -0.483
H -23.7185 21.8515 39.6407 -0.027 0.201 0.062
C -28.4175 11.0358 43.3662 -0.553 1.591 -0.874
C -29.8152 10.5619 42.8446 2.539 -1.394 2.410
C -30.6816 11.7883 42.5640 -0.660 -0.087 -0.204
C -29.4030 9.7207 41.6187 -2.155 1.033 -2.085
C -30.6027 8.9207 41.0482 0.501 0.553 1.210
C -31.0124 7.9286 42.1533 0.895 0.767 -0.897
C -31.3230 8.6269 43.5087 -1.245 -0.900 -0.513
C -32.7135 9.3048 43.3508 0.558 0.589 0.293
C -31.4242 7.5284 44.5808 -0.476 0.612 0.958
N -30.2769 9.5667 43.8689 1.253 -0.180 -1.664
O -30.3941 10.1441 45.1351 -1.001 0.361 0.430
H -28.2253 11.8446 42.6506 0.832 -0.284 -0.177
H -28.3339 11.5994 44.2942 -0.671 -0.421 0.288
H -27.6404 10.2774 43.3435 -0.123 -0.100 -0.102
H -31.7219 11.4911 42.4360 0.041 0.144 -0.545
H -30.7445 12.5810 43.3142 0.548 -0.430 0.544
H -30.2908 12.3146 41.6901 -0.216 -0.232 -0.266
H -29.2231 10.4543 40.8258 0.593 0.044 0.170
H -28.5284 9.0789 41.6770 0.031 0.107 0.723
H -31.3964 9.6389 40.8216 -0.124 -0.088 0.008
H -30.3187 8.4793 40.0925 -0.059 -0.393 0.151
H -30.1282 7.2978 42.2751 -0.204 -0.351 0.194
H -31.8479 7.3450 41.7645 -0.164 -0.214 0.637
H -33.5357 8.5972 43.4414 -0.037 0.051 0.047
H -32.7774 9.8444 42.4056 -0.140 -0.392 -0.200
H -32.7769 10.1104 44.0880 -0.328 -0.305 0.338
H -32.0845 6.6993 44.3247 -0.060 0.169 -0.390
H -31.8702 8.0162 45.4537 -0.022 -0.209 0.126
H -30.4954 7.0882 44.9452 0.313 0.239 -0.470
H -29.6338 9.8386 45.6417 0.056 -0.199 -0.239
C -33.1546 14.5661 45.6995 0.474 -0.084 -0.743
C -32.1741 15.6628 46.1958 -0.426 0.930 -0.303
C -31.3505 16.0567 44.9792 1.551 0.434 -0.166
C -33.0231 16.8666 46.6285 -0.862 -1.144 0.097
C -32.3180 17.9866 47.3750 -1.441 -1.330 0.395
C -31.7495 17.3742 48.6385 1.427 -1.388 -0.217
C -30.7868 16.1467 48.3557 -0.098 0.855 -0.901
C -29.5152 16.7630 47.7006 0.233 -0.968 0.666
C -30.6757 15.3998 49.6941 0.783 -0.863 -0.531
N -31.4894 15.2297 47.4234 -1.134 -0.237 -0.592
O -30.7506 14.0451 47.0840 0.365 0.414 0.443
H -33.7664 14.0673 46.4514 0.132 0.139 0.209
H -33.8125 14.9646 44.9207 -0.173 0.431 0.352
H -32.6142 13.8327 45.0908 0.182 -0.312 0.457
H -30.7180 15.2695 44.5614 -0.291 -0.273 0.088
H -31.9430 16.4848 44.1711 -0.326 -0.319 0.066
H -30.6229 16.8431 45.2053 -0.124 0.044 0.197
H -33.5944 17.2292 45.7704 0.107 0.045 -0.061
H -33.7305 16.3279 47.2725 -0.338 0.766 0.301
H -31.6383 18.4323 46.6530 0.239 0.569 0.565
H -33.1256 18.6260 47.7384 0.314 0.719 -0.529
H -32.4800 16.9056 49.3003 -0.679 0.586 -0.277
H -31.1864 18.0946 49.2344 0.089 -0.044 0.005
H -29.8226 17.5430 47.0132 0.242 0.153 0.056
H -28.9322 16.0321 47.1387 -0.236 -0.012 -0.067
H -28.8075 17.1406 48.4406 -0.240 0.303 0.102
H -31.3787 14.5657 49.6766 -0.475 0.407 0.143
H -30.8633 16.0597 50.5372 0.145 -0.059 0.083
H -29.7439 14.8437 49.8280 0.328 0.521 0.017
H -31.4771 13.4188 46.9864 0.239 -0.265 0.139
O -25.6730 13.6167 49.2444 0.158 0.135 0.525
C -26.3963 13.4170 48.3394 0.371 0.774 -1.698
O -26.4245 14.1329 47.1529 -0.195 -0.443 1.499
C -27.5943 13.6919 46.4612 0.220 -0.073 -0.388
C -27.7294 12.2576 46.9539 -0.621 2.167 -1.291
F -26.9065 11.4626 46.2097 0.237 -0.659 0.524
O -27.3025 12.4094 48.2674 -0.184 -1.286 0.350
H -28.4720 14.2480 46.7872 0.086 -0.003 -0.157
H -27.4153 13.8029 45.3949 -0.159 -0.132 -0.003
H -28.7680 11.9542 46.8249 0.148 -0.583 0.627
O -27.9734 12.0752 39.2604 -0.242 0.018 0.092
C -28.5138 11.7159 38.2665 0.244 -0.065 -0.839
O -28.1308 12.0429 37.0164 0.674 0.534 0.015
C -29.1351 11.6786 36.0829 -1.132 -0.196 0.685
C -29.8577 10.5652 36.8551 1.731 0.762 -0.685
F -29.1565 9.3997 36.6390 -0.673 -0.337 -0.161
O -29.5982 10.9061 38.1976 -1.104 -0.140 0.138
H -29.8179 12.5205 35.9496 0.147 -0.014 -0.170
H -28.7496 11.3477 35.1245 0.327 -0.020 0.149
H -30.8999 10.4982 36.5492 -0.069 -0.456 0.742
O -28.5376 14.4798 43.1708 0.772 0.622 0.317
C -28.7642 14.9674 42.1183 -1.201 -1.084 -2.156
O -30.0032 15.2618 41.6749 -0.317 -0.107 0.859
C -29.9480 15.7949 40.3564 -1.954 -0.290 0.465
C -28.6539 15.2882 39.8029 0.072 2.054 1.831
F -28.1035 16.3971 39.1991 0.741 -0.489 -0.483
O -27.9211 15.0769 41.0306 0.456 -0.746 -0.437
H -30.8358 15.4709 39.8112 0.132 -0.257 0.076
H -30.0643 16.8671 40.4960 0.717 0.183 -0.599
H -28.6935 14.4443 39.1195 0.518 -0.100 0.213
O -24.8123 19.4072 44.1522 -0.136 -0.390 -0.079
C -25.0051 18.6550 43.2488 0.381 0.922 -0.427
O -24.4076 18.7746 42.0333 0.381 0.180 -0.025
C -24.6798 17.6186 41.2522 -0.343 -0.222 0.064
C -25.9516 17.0610 41.9203 2.207 -0.131 -0.022
O -25.8401 17.6205 43.2312 -1.153 -0.023 0.395
H -24.8713 17.9073 40.2226 0.193 0.102 0.034
H -23.8452 16.9171 41.3039 0.072 0.125 0.013
H -25.8052 16.0025 42.1053 -0.838 -0.174 -0.578
H -26.7840 17.3878 41.3035 -0.605 -0.200 0.767
O -31.6574 18.4821 40.5412 0.439 -0.007 0.846
C -32.5884 18.6143 41.2704 -1.388 -1.097 -0.348
O -33.7006 19.2762 40.8724 0.383 0.541 -0.263
C -34.7812 18.9956 41.7558 0.146 0.000 0.198
C -34.0043 18.5799 42.9866 -2.089 -0.390 0.972
O -32.8480 17.9731 42.4778 1.348 1.151 -1.252
H -35.3777 19.8851 41.9486 0.060 0.027 -0.268
H -35.3872 18.2109 41.2966 -0.001 -0.050 0.205
H -34.5802 17.8579 43.5703 0.292 -0.148 -0.028
H -33.8579 19.4459 43.6397 0.719 -0.081 -0.163
O -31.5986 14.0748 36.8626 -0.885 -0.414 0.245
C -32.3713 14.9799 37.0319 1.788 0.602 0.797
O -32.8789 15.6969 36.0541 -1.146 -0.316 -0.758
C -33.5600 16.8505 36.5605 1.437 0.972 -0.313
C -33.0433 16.9218 38.0027 -1.280 -0.321 0.348
O -32.6082 15.5562 38.2356 -0.033 0.226 -0.258
H -33.1349 17.6490 35.9527 -0.350 0.276 0.127
H -34.6385 16.8424 36.4216 -0.016 -0.532 0.112
H -33.8579 17.1276 38.6961 0.069 -0.045 0.102
H -32.2742 17.6593 38.2209 0.393 -0.318 -0.313
```
Forces are in eV/Å.

Results
**Highest occupied orbital energy**: -8.12 eV
**Orbital gap**: 0.2956 Eh
**Total charge**: 0
**SMILES string**: CC1(C)CCCC(C)(C)N1O.CC1(C)CCCC(C)(C)N1O.CC1(C)CCCC(C)(C)N1O.CC1(C)CCCC(C)(C)N1O.CC1(C)CCCC(C)(C)N1O.O=C1OC[C@@H](F)O1.O=C1OC[C@@H](F)O1.O=C1OC[C@@H](F)O1.O=C1OCCO1.O=C1OCCO1.O=C1OCCO1
**Maximum force**: 0.073 Eh/bohr
**LUMO energy**: -0.1 eV